Molecular formula: C22H70N2O14
Method: DFT, wB97M-V/def2-TZVPD

CARTESIAN COORDINATES (ANGSTROEM)
C: 21.98 13.11 11.27
O: 20.93 12.15 11.11
C: 19.68 12.63 11.76
C: 18.73 11.50 11.90
N: 18.46 10.76 10.67
C: 17.69 9.58 10.93
C: 17.08 8.88 9.75
O: 18.06 8.36 8.93
C: 17.53 8.09 7.66
H: 22.80 12.76 10.54
H: 22.34 13.12 12.32
H: 21.61 14.09 11.03
H: 19.32 13.41 11.12
H: 19.98 13.01 12.73
H: 17.78 11.87 12.31
H: 19.17 10.77 12.64
H: 19.35 10.47 10.23
H: 16.85 9.98 11.49
H: 18.24 8.94 11.61
H: 16.50 9.64 9.27
H: 16.46 7.97 10.07
H: 16.66 7.39 7.74
H: 18.35 7.68 7.04
H: 17.17 8.98 7.17
C: 8.11 10.13 11.32
O: 9.51 9.95 11.21
C: 9.84 8.71 10.75
C: 11.43 8.69 10.83
N: 11.91 9.72 9.96
C: 13.35 9.81 9.73
C: 13.66 11.01 8.88
O: 13.42 12.18 9.62
C: 13.72 13.39 8.90
H: 7.94 11.11 11.79
H: 7.68 9.41 12.01
H: 7.62 10.20 10.33
H: 9.49 8.47 9.76
H: 9.42 7.94 11.44
H: 11.75 7.76 10.36
H: 11.73 8.88 11.87
H: 11.63 10.60 10.33
H: 13.74 8.96 9.22
H: 13.92 9.98 10.63
H: 13.04 11.01 7.96
H: 14.70 11.01 8.50
H: 14.81 13.54 8.73
H: 13.28 14.21 9.47
H: 13.24 13.47 7.98
C: 18.78 18.64 10.64
O: 17.39 18.99 10.74
H: 19.46 19.24 11.26
H: 18.73 17.64 11.02
H: 19.12 18.58 9.59
H: 17.20 19.84 10.26
C: 15.26 14.98 5.63
O: 14.77 15.92 6.55
H: 15.86 15.42 4.82
H: 15.96 14.22 6.04
H: 14.46 14.33 5.27
H: 15.51 16.43 6.87
C: 21.46 16.46 8.87
O: 22.09 17.40 9.83
H: 21.13 17.01 7.93
H: 22.18 15.62 8.65
H: 20.57 16.08 9.37
H: 22.81 17.79 9.33
C: 14.88 18.01 12.15
O: 16.02 17.99 12.96
H: 13.99 17.79 12.77
H: 14.79 19.01 11.69
H: 14.93 17.19 11.41
H: 16.71 18.34 12.38
C: 19.99 14.56 6.24
O: 19.91 15.55 5.19
H: 19.06 14.54 6.93
H: 20.20 13.60 5.79
H: 20.79 14.87 6.92
H: 19.63 15.10 4.37
C: 17.64 11.85 7.49
O: 17.15 12.35 8.69
H: 18.12 12.63 6.91
H: 18.37 11.10 7.78
H: 16.84 11.42 6.87
H: 17.56 11.78 9.38
C: 18.09 18.23 6.06
O: 17.82 18.29 7.47
H: 19.15 18.31 5.95
H: 17.75 17.27 5.60
H: 17.66 19.10 5.52
H: 16.86 18.49 7.59
C: 17.02 15.67 9.27
O: 18.00 14.74 9.64
H: 15.98 15.35 9.55
H: 17.25 16.51 9.92
H: 17.07 16.01 8.25
H: 17.74 13.82 9.33
C: 13.86 17.74 8.46
O: 15.25 18.12 8.32
H: 13.44 18.16 9.36
H: 13.36 18.13 7.52
H: 13.71 16.67 8.52
H: 15.66 17.99 9.18
C: 15.14 13.53 12.74
O: 15.53 12.43 11.88
H: 15.47 14.47 12.30
H: 14.08 13.49 12.91
H: 15.63 13.48 13.68
H: 14.85 12.40 11.22

- F_max (eV Å⁻¹) = 3.30
- LUMO energy (Eh) = 0.019
- Kohn-Sham gap (Ha) = 0.339
- structure (SMILES) = COCCNCCOC.COCCNCCOC.CO.CO.CO.CO.CO.CO.CO.CO.CO.CO
- E_tot (a.u.) = -2042.78668
- HOMO level (eV) = -8.71